The following is a DFT calculation (wB97M-V/def2-TZVPD) of C29H23F2N5O3Tl as an isolated structure.

Each line ends with the Löwdin charge.
Element x y z (Å)
Tl -1.164 0.731 0.146  1.082
O 0.260 -4.799 -4.853  -0.046
C 1.114 -4.620 -3.744  -0.204
C 0.670 -3.409 -2.974  -0.156
C -0.153 -2.462 -3.551  0.079
C -0.502 -1.343 -2.799  -0.285
N -0.084 -1.171 -1.554  0.089
C 0.743 -2.059 -1.000  -0.193
C 1.138 -3.199 -1.677  0.046
C 1.237 -1.720 0.366  -0.186
C 1.973 -2.602 1.141  0.059
C 2.490 -2.188 2.362  -0.165
C 3.335 -3.141 3.175  -0.206
O 4.526 -3.483 2.493  -0.032
C 2.250 -0.883 2.769  0.013
C 1.471 -0.073 1.962  -0.116
N 0.967 -0.480 0.798  0.030
H 0.526 -5.587 -5.335  0.102
H 2.151 -4.461 -4.065  0.139
H 1.104 -5.490 -3.079  0.132
H -0.507 -2.585 -4.565  0.129
H -1.917 -0.669 -4.069  0.135
H 1.814 -3.915 -1.230  0.121
H 2.168 -3.609 0.802  0.126
H 2.794 -4.078 3.313  0.132
H 3.532 -2.722 4.165  0.124
H 5.131 -2.734 2.507  0.100
H 2.643 -0.503 3.703  0.124
H 1.238 0.945 2.258  0.113
F -1.285 6.238 0.385  0.094
C -1.300 5.095 1.077  -0.262
C -1.008 3.910 0.423  -0.045
C -1.014 2.742 1.161  -0.216
C -1.329 2.718 2.524  -0.149
C -1.634 3.946 3.110  -0.210
F -1.982 3.999 4.407  0.084
C -1.625 5.138 2.416  0.089
C -1.339 1.441 3.289  -0.235
C -0.970 1.380 4.632  0.010
C -0.948 0.154 5.274  -0.032
C -1.283 -0.991 4.570  -0.044
C -1.616 -0.852 3.236  -0.128
N -1.651 0.324 2.613  0.013
H -0.778 3.932 -0.636  0.096
H -1.876 6.067 2.908  0.143
H -0.699 2.280 5.160  0.120
H -0.664 0.095 6.317  0.119
H -1.285 -1.966 5.036  0.113
H -1.874 -1.717 2.634  0.119
O -4.298 0.033 -1.495  0.030
N -3.398 0.689 -1.721  0.033
N -1.346 -0.346 -3.301  0.078
C -0.917 0.988 -3.509  -0.269
C 0.044 1.618 -2.716  -0.084
C 0.370 2.949 -2.945  -0.092
C -0.258 3.676 -3.943  -0.081
C -1.207 3.045 -4.737  -0.067
C -1.527 1.715 -4.530  -0.031
H 0.587 1.057 -1.968  0.071
H 1.133 3.418 -2.335  0.113
H -0.004 4.713 -4.112  0.108
H -1.699 3.590 -5.531  0.111
H -2.267 1.233 -5.159  0.116

Values from the calculation:
E_HOMO (spin up / spin down)   -0.3752 / -0.3960 Ha
Frontier orbital gap (spin up / spin down)   0.26729 / 0.25301 Ha
Charge   +1
Max |F|   0.39 eV/Å
2S+1   1
LUMO energy (spin up / spin down)   -2.94 / -3.89 eV
Energy above the lowest of the compared OMol25 structures with the same formula, charge and spin   0.399 eV
Total energy   -54159.42223 eV